Record 1
Here is the molecule C5H7NOS3 at a distorted geometry from the Open Molecules 2025 dataset. Energies are from wB97M-V/def2-TZVPD.

Bonds (Å) are listed after each position.
Positions of all 17 atoms, in Å:
1 C -2.435 -1.635 0.468  C2 1.499, H11 1.084, H12 1.107, H13 1.081
2 C -1.680 -0.892 -0.593  C1 1.499, C3 1.318, H14 1.097
3 C -0.514 -0.313 -0.389  C2 1.318, S4 1.827, C9 1.432
4 S 0.296 -0.494 1.239  C3 1.827, C5 1.833
5 C 1.625 0.679 0.771  S4 1.833, S6 1.870, N7 1.353, H15 1.043
6 S 3.018 -0.350 0.066  C5 1.870, H16 1.396
7 N 1.161 1.596 -0.109  C5 1.353, S8 1.714, C9 1.827
8 S 2.107 2.896 -0.701  N7 1.714, H17 1.246
9 C 0.125 0.626 -1.261  C3 1.432, N7 1.827, O10 1.168
10 O 0.265 0.829 -2.402  C9 1.168
11 H -2.180 -2.683 0.578  C1 1.084
12 H -3.448 -1.661 0.023  C1 1.107
13 H -2.322 -1.110 1.405  C1 1.081
14 H -2.273 -0.863 -1.516  C2 1.097
15 H 1.999 1.064 1.665  C5 1.043
16 H 2.723 -1.488 0.818  S6 1.396
17 H 1.534 3.799 -0.062  S8 1.246

As for the structure (SMILES): C/C=C1\S[C@@H](S)N(S)C1=O. As for the spin multiplicity: 1.

Record 2
Here is a 2-piece molecular cluster, C6H17NO overall at a distorted geometry from the Open Molecules 2025 dataset. Energies are from wB97M-V/def2-TZVPD.

Bonds (Å) are listed after each position.
Positions of all 25 atoms, in Å:
1 C -0.538 -1.441 2.364  C2 1.512, H8 1.098, H9 1.093, H10 1.094
2 C 0.272 -0.173 2.221  C1 1.512, N3 1.511, H11 1.090, H12 1.089
3 N -0.380 0.626 1.117  C2 1.511, C4 1.456, H13 1.003
4 C 0.355 0.869 -0.117  N3 1.456, C5 1.571, H14 1.101, H15 1.090
5 C -0.562 1.334 -1.304  C4 1.571, C6 1.498, C7 1.513, H16 1.102
6 C -1.945 0.758 -1.265  C5 1.498, H17 1.094, H18 1.100, H19 1.096
7 C 0.154 1.080 -2.611  C5 1.513, H20 1.091, H21 1.093, H22 1.093
8 H -0.892 -1.940 1.453  C1 1.098
9 H -1.510 -1.229 2.817  C1 1.093
10 H -0.012 -2.266 2.855  C1 1.094
11 H 0.074 0.549 3.012  C2 1.090
12 H 1.345 -0.327 2.109  C2 1.089
13 H -0.638 1.522 1.486  N3 1.003
14 H 1.055 1.702 0.046  C4 1.101
15 H 0.946 0.052 -0.532  C4 1.090
16 H -0.686 2.418 -1.146  C5 1.102
17 H -2.734 1.370 -1.711  C6 1.094
18 H -1.905 -0.271 -1.649  C6 1.100
19 H -2.442 0.606 -0.300  C6 1.096
20 H -0.523 1.057 -3.466  C7 1.091
21 H 0.719 0.144 -2.626  C7 1.093
22 H 0.910 1.849 -2.798  C7 1.093
23 O 2.249 -2.518 -0.244  H24 0.965, H25 0.976
24 H 1.519 -1.888 -0.224  O23 0.965
25 H 2.906 -1.884 -0.589  O23 0.976

As for the structure (SMILES): CCNCC(C)C.O. As for the spin multiplicity: 1.

Record 3
Here is a 2-piece molecular cluster, C6H11FN overall at a distorted geometry from the Open Molecules 2025 dataset. Energies are from wB97M-V/def2-TZVPD.

Bonds (Å) are listed after each position.
Positions of all 19 atoms, in Å:
1 C 2.400 -0.386 -1.968  C2 1.274, H9 1.046, H17 1.037
2 C 2.201 0.318 -0.925  C1 1.274, C5 1.304
3 C -0.374 -0.843 1.499  C6 1.529, H10 1.137, H11 1.172, H12 1.124
4 C -1.343 -0.278 -0.781  C6 1.438, H13 1.120, H14 1.077, H15 1.065
5 C 1.927 0.995 0.156  C2 1.304, F8 1.353, H16 1.100
6 C -0.922 0.188 0.514  C3 1.529, C4 1.438, N7 1.258
7 N -1.159 1.331 0.983  C6 1.258, H18 1.050, H19 0.986
8 F 1.019 1.992 0.253  C5 1.353
9 H 3.116 -0.191 -2.705  C1 1.046
10 H -0.081 -0.383 2.497  C3 1.137
11 H -1.034 -1.791 1.698  C3 1.172
12 H 0.632 -1.184 1.130  C3 1.124
13 H -1.628 0.630 -1.371  C4 1.120
14 H -0.495 -0.707 -1.287  C4 1.077
15 H -2.198 -0.862 -0.532  C4 1.065
16 H 2.292 0.711 1.155  C5 1.100
17 H 1.919 -1.279 -2.179  C1 1.037
18 H -1.145 1.456 2.025  N7 1.050
19 H -1.465 2.019 0.347  N7 0.986

As for the total charge: +1. As for the spin multiplicity: 1.

What are the highest occupied orbital energy values for these records? In order: -8.7 -8.8 -13.5 eV.
What are the ΔE to the lowest compared entry with this formula, charge and spin values for these records? In order: 17.1 32.4 29.5 kcal per mole.